No. 1
This record from OMol25 describes a structure of composition C4H9AlIO3. The level of theory is ωB97M-V with the def2-TZVPD basis set.

ORCA input file:
```
! wB97M-V def2-TZVPD RIJCOSX def2/J DEFGRID3
* xyz -1 1
H -2.458 1.574 -0.447
I 1.823 -3.466 0.971
O 0.636 0.577 1.175
H -0.509 0.900 -2.736
C -2.234 1.399 -1.504
H -1.268 -1.141 -0.006
H 3.087 -1.149 0.593
H -2.785 0.494 -1.766
O 1.510 -0.964 -0.623
C -0.721 1.195 -1.706
C 2.004 -1.303 0.586
H -0.248 -0.710 2.700
H 2.175 -0.020 2.350
C 1.357 -0.437 1.744
H -2.631 2.240 -2.079
Al -0.074 -0.119 -0.352
H -0.219 2.151 -1.521
O 0.555 -1.220 2.619
*
```

Results
**Gap between HOMO and LUMO**: 0.29875 hartree
**DFT total energy**: -25138.0240 eV
**HOMO energy**: -5.1 eV

---

No. 2
This record from OMol25 describes a cluster of 2 separate species, C4H9BN2 in total. The level of theory is ωB97M-V with the def2-TZVPD basis set.

ORCA input file:
```
! wB97M-V def2-TZVPD RIJCOSX def2/J DEFGRID3
* xyz 0 1
H 1.408 1.613 -0.329
H 3.064 -0.143 -1.100
H -2.389 1.659 0.527
H 3.422 -0.578 0.633
C -2.680 -0.382 -0.305
N -1.677 -0.346 0.715
H -2.506 -0.909 -1.237
C 1.741 0.859 0.374
H 0.291 -2.510 -0.129
H -3.700 -0.463 0.060
B 0.360 -1.394 0.139
N 1.333 -0.483 0.122
C -1.916 0.854 -0.029
C 2.717 -0.163 -0.075
H -1.204 1.202 -0.772
H 1.739 1.184 1.406
*
```

Results
**Gap between HOMO and LUMO**: 0.29716 hartree
**ΔE to the lowest compared entry with this formula, charge and spin**: 106.2 kcal/mol
**DFT total energy**: -7946.0374 eV
**HOMO energy**: -7.4 eV

---

No. 3
This record from OMol25 describes the ion C4H9BNO2 with charge +1. The level of theory is ωB97M-V with the def2-TZVPD basis set.

ORCA input file:
```
! wB97M-V def2-TZVPD RIJCOSX def2/J DEFGRID3
* xyz 1 1
C -0.287 -0.310 0.024
O -0.083 -2.584 -1.048
H 1.252 2.347 -0.832
H 0.246 -3.507 -1.144
H 1.200 -0.039 -1.634
C -0.751 0.573 0.910
N 0.935 1.544 -0.309
H -0.294 0.814 -1.808
H -0.881 2.663 0.041
C -0.150 1.947 0.630
H 0.241 2.481 1.533
C 0.428 0.459 -1.142
H -1.135 0.182 1.872
H 1.829 1.037 0.183
B -0.540 -1.901 0.024
H -0.966 -3.346 1.419
O -1.043 -2.359 1.279
*
```

Results
**Gap between HOMO and LUMO**: 0.39599 hartree
**ΔE to the lowest compared entry with this formula, charge and spin**: 14.5 kcal/mol
**DFT total energy**: -10550.3686 eV
**HOMO energy**: -14.2 eV

---

No. 4
This record from OMol25 describes an isolated molecule of C4H9BO2. The level of theory is ωB97M-V with the def2-TZVPD basis set.

ORCA input file:
```
! wB97M-V def2-TZVPD RIJCOSX def2/J DEFGRID3
* xyz 0 1
H 1.066 0.196 0.917
H -0.021 2.224 -0.204
C -0.719 -1.599 1.736
H 2.870 0.527 -1.960
C -0.590 1.362 0.282
H 0.159 -1.589 2.412
H -0.965 1.521 1.252
B 1.138 -0.063 -1.244
O 0.751 -0.612 -2.414
C -0.838 -1.016 0.605
H -1.532 -2.244 2.120
H -1.806 -1.128 0.105
H 1.391 -0.370 -3.084
H -1.468 1.331 -0.307
C 0.237 0.120 0.101
O 2.354 0.564 -1.208
*
```

Results
**Gap between HOMO and LUMO**: 0.36886 hartree
**ΔE to the lowest compared entry with this formula, charge and spin**: 25.7 kcal/mol
**DFT total energy**: -9066.4532 eV
**HOMO energy**: -9.8 eV

---

No. 5
This record from OMol25 describes a structure of composition C4H9BrN. The level of theory is ωB97M-V with the def2-TZVPD basis set.

ORCA input file:
```
! wB97M-V def2-TZVPD RIJCOSX def2/J DEFGRID3
* xyz 1 1
N 0.266 -2.051 -1.569
H 1.064 -2.036 -0.844
C -0.125 1.337 2.142
H 0.148 2.422 2.340
H 0.127 0.892 3.151
H 1.659 0.822 1.139
H 0.726 0.609 -1.001
C 0.647 1.025 0.989
C -0.918 -0.910 -1.065
H -1.189 1.166 1.806
H -0.964 1.149 -0.171
Br -1.734 -0.158 -2.569
H -0.309 -2.932 -1.605
C 0.002 0.628 -0.182
H 0.599 -1.965 -2.562
*
```

Results
**Gap between HOMO and LUMO (alpha / beta)**: 0.25898 / 0.27315 hartree
**ΔE to the lowest compared entry with this formula, charge and spin**: 100.1 kcal/mol
**DFT total energy**: -75813.9058 eV
**HOMO energy (alpha / beta)**: -12.6 / -13.0 eV

---

No. 6
This record from OMol25 describes the ion C4H9BrN with charge +1. The level of theory is ωB97M-V with the def2-TZVPD basis set.

ORCA input file:
```
! wB97M-V def2-TZVPD RIJCOSX def2/J DEFGRID3
* xyz 1 1
H 1.286 -0.395 1.214
H 0.409 1.948 0.299
Br -2.017 0.764 1.804
C -0.506 0.445 -0.937
H -2.273 -2.304 1.141
C 1.716 0.166 0.266
C -1.407 -0.432 0.478
H 2.762 0.526 0.557
N 0.739 1.123 -0.326
H -0.944 -2.125 -0.413
H -1.029 1.315 -1.280
H 1.859 -0.706 -0.462
C -1.527 -1.749 0.513
H 1.187 1.679 -1.106
H -0.255 -0.255 -1.746
*
```

Results
**Gap between HOMO and LUMO**: 0.37006 hartree
**ΔE to the lowest compared entry with this formula, charge and spin**: 28.3 kcal/mol
**DFT total energy**: -75817.0216 eV
**HOMO energy**: -13.6 eV

---

No. 7
This record from OMol25 describes a cluster of 2 separate species, C4H9BrN3 in total. The level of theory is ωB97M-V with the def2-TZVPD basis set.

ORCA input file:
```
! wB97M-V def2-TZVPD RIJCOSX def2/J DEFGRID3
* xyz 1 1
H -0.918 -5.121 0.088
C 1.593 0.754 -0.067
H 1.721 2.813 0.584
C 1.265 2.155 -0.171
N -1.404 -4.224 0.011
H -3.205 -1.957 -0.281
H 0.033 1.091 1.503
H -0.557 0.690 -1.259
N -2.175 -1.953 -0.002
H 2.315 0.654 0.690
N -0.795 0.601 -0.284
H 1.003 2.612 -1.110
Br -2.533 1.337 0.056
H 1.825 0.057 -0.977
H -1.773 -1.019 0.066
C -1.720 -3.098 -0.059
C 0.236 1.194 0.459
*
```

Results
**Gap between HOMO and LUMO**: 0.31313 hartree
**ΔE to the lowest compared entry with this formula, charge and spin**: 70.7 kcal/mol
**DFT total energy**: -78796.5147 eV
**HOMO energy**: -12.5 eV

---

No. 8
This record from OMol25 describes a structure of composition C4H9BrO2S. The level of theory is ωB97M-V with the def2-TZVPD basis set.

ORCA input file:
```
! wB97M-V def2-TZVPD RIJCOSX def2/J DEFGRID3
* xyz 0 1
H -2.635 1.930 -0.542
H 0.557 -3.002 0.965
C 1.002 -2.710 0.100
H -0.242 2.456 1.110
H -1.411 -0.373 0.029
H 0.723 -3.179 -0.927
S 0.612 -0.900 0.126
O 0.458 -0.455 1.490
H -2.027 2.159 1.686
O -0.852 -0.980 -0.474
C 1.314 0.362 -0.768
H 1.019 0.280 -1.896
H -0.997 2.567 -1.203
Br 3.243 0.186 -0.518
C -1.266 2.293 0.961
C -1.578 2.232 -0.332
H 2.079 -2.867 0.194
*
```

Results
**Gap between HOMO and LUMO**: 0.31979 hartree
**ΔE to the lowest compared entry with this formula, charge and spin**: 89.9 kcal/mol
**DFT total energy**: -89261.9755 eV
**HOMO energy**: -8.2 eV

---

No. 9
This record from OMol25 describes an isolated molecule of C4H9ClN4. The level of theory is ωB97M-V with the def2-TZVPD basis set.

ORCA input file:
```
! wB97M-V def2-TZVPD RIJCOSX def2/J DEFGRID3
* xyz 0 1
N 0.790 -2.185 -0.159
H 2.084 -0.336 1.679
Cl 3.736 -0.123 0.050
N 1.780 -1.815 0.418
H 0.905 2.486 -0.692
C -0.268 -1.279 -0.510
C -1.588 -1.722 0.071
H -0.131 -1.472 -1.691
C 1.293 1.968 0.059
H 0.823 2.248 0.944
N -0.097 0.144 -0.088
H -0.694 0.707 -0.637
H -1.628 -2.860 -0.193
H -2.489 -1.280 -0.402
H -1.458 -1.658 1.074
C 2.052 -0.378 0.533
H 2.407 2.219 0.126
N 1.249 0.550 -0.373
*
```

Results
**Gap between HOMO and LUMO**: 0.35351 hartree
**DFT total energy**: -22772.8013 eV
**HOMO energy**: -8.9 eV

---

No. 10
This record from OMol25 describes the ion C4H9ClNO with charge +1. The level of theory is ωB97M-V with the def2-TZVPD basis set.

ORCA input file:
```
! wB97M-V def2-TZVPD RIJCOSX def2/J DEFGRID3
* xyz 1 1
H 0.286 -2.451 0.212
H -1.887 0.733 0.675
H 2.090 0.740 1.779
H 0.498 1.575 -0.810
H -0.613 1.126 1.641
C 0.082 0.761 -0.355
C 0.933 -1.624 -0.098
O 1.382 -0.954 1.079
H 1.857 -2.097 -0.576
N -0.990 1.175 0.688
H 0.635 -0.542 -1.852
H -0.825 -1.049 -1.120
C 1.875 0.192 0.818
C 0.108 -0.600 -0.910
H -1.264 2.117 0.586
Cl 3.032 0.541 -0.470
*
```

Results
**Gap between HOMO and LUMO**: 0.34216 hartree
**ΔE to the lowest compared entry with this formula, charge and spin**: 71.2 kcal/mol
**DFT total energy**: -20344.2945 eV
**HOMO energy**: -13.0 eV

---

No. 11
This record from OMol25 describes a cluster of 2 separate species, C4H9ClO2S in total. The level of theory is ωB97M-V with the def2-TZVPD basis set.

ORCA input file:
```
! wB97M-V def2-TZVPD RIJCOSX def2/J DEFGRID3
* xyz 0 1
C 0.916 -1.739 0.496
C 0.404 -2.594 -0.588
H 0.105 -3.655 -0.266
O -1.619 0.394 0.957
H 0.302 -1.377 1.321
H -0.384 3.592 -0.023
H -0.561 -2.111 -0.688
H 1.121 -2.823 -1.323
H 0.019 -0.204 -1.439
O 0.404 1.648 1.697
H -1.821 2.985 0.822
Cl 2.571 -1.765 0.797
H -1.753 2.544 -0.867
H 1.368 0.849 -0.884
C 0.498 0.266 -0.624
C -1.123 2.755 -0.018
S -0.448 1.235 0.632
*
```

Results
**Gap between HOMO and LUMO (alpha / beta)**: 0.32349 / 0.32351 hartree
**ΔE to the lowest compared entry with this formula, charge and spin**: 67.8 kcal/mol
**DFT total energy**: -31742.7863 eV
**HOMO energy (alpha / beta)**: -9.0 / -9.0 eV

---

No. 12
This record from OMol25 describes an isolated molecule of C4H9ClO3Si. The level of theory is ωB97M-V with the def2-TZVPD basis set.

ORCA input file:
```
! wB97M-V def2-TZVPD RIJCOSX def2/J DEFGRID3
* xyz 0 1
H -3.432 -0.622 0.335
O 0.650 -0.072 -0.428
C 0.608 -0.848 -1.547
H -1.821 -1.389 0.916
H 1.903 1.059 1.764
O -1.853 0.519 0.646
Cl -0.314 2.722 -0.559
H 0.676 -0.163 2.406
C 1.830 -0.545 -2.428
H 0.630 1.658 2.811
C 0.861 0.838 2.094
H 1.420 0.334 -2.897
O -0.261 -1.612 -1.814
H 2.153 -1.338 -3.258
H 2.651 -0.387 -1.856
Si -0.303 0.983 0.601
H -2.873 -0.525 2.109
C -2.527 -0.611 1.106
*
```

Results
**Gap between HOMO and LUMO**: 0.39465 hartree
**DFT total energy**: -30839.6422 eV
**HOMO energy**: -10.2 eV

---

Question: What is the DFT total energy in the sixth record?
Answer: -75817.0216 eV

---

Question: What is the DFT total energy in the fourth record?
Answer: -9066.4532 eV